A structure of composition C29H41Cl5P2Pt in a non-equilibrium geometry. Source: the Open Molecules 2025 dataset; level of theory: ωB97M-V/def2-TZVPD.

Results
Energy above the lowest of the compared OMol25 structures with the same formula, charge and spin   18.3 kcal per mole
Calculated total energy   -4231.6466 Ha
Spin multiplicity   5
Maximum force   7.29 eV/A
Total charge   +2

Geometry as XYZ:
```
78
Properties=species:S:1:pos:R:3:mulliken_spin:R:1
Pt -0.826 -0.656 -3.532 0.445
C -1.455 -2.032 1.967 -0.038
C -0.096 -2.206 1.269 0.008
C 0.237 -0.742 3.019 -0.139
C -1.082 -1.125 3.125 0.171
C 0.848 -1.410 1.875 0.060
C -2.125 -3.356 2.356 0.017
H -2.212 -4.028 1.492 0.003
H -3.120 -3.196 2.794 0.000
H -1.496 -3.853 3.106 -0.005
C -2.025 -0.708 4.189 -0.005
H -2.991 -1.225 4.105 -0.001
H -2.221 0.376 4.149 0.011
H -1.623 -0.914 5.194 0.011
C 0.882 0.171 3.946 0.590
H 0.810 -0.179 4.984 0.003
H 0.231 1.366 3.952 0.036
H 1.910 0.401 3.676 -0.006
C 2.271 -1.271 1.471 0.013
H 2.880 -0.968 2.333 -0.002
H 2.422 -0.519 0.675 0.004
H 2.661 -2.226 1.094 0.002
C 0.156 -3.120 0.135 -0.020
H 1.059 -3.725 0.327 -0.003
H 0.327 -2.570 -0.803 -0.038
H -0.674 -3.819 -0.031 -0.007
C -0.847 0.723 -4.887 0.135
C -0.670 -0.620 -5.473 -0.017
C 0.655 -1.314 -5.789 0.028
C 1.455 -1.867 -4.528 0.085
C 0.970 -1.256 -3.172 0.365
C 1.396 0.079 -2.902 0.277
C 0.794 1.415 -3.019 0.021
C 0.277 1.681 -4.517 0.068
H 1.337 -0.712 -6.405 -0.003
H 2.532 -1.632 -4.607 -0.017
H 0.405 -2.193 -6.412 0.000
H 1.127 1.604 -5.207 -0.001
H -1.859 1.155 -4.994 0.021
H -1.526 -0.998 -6.052 0.011
H -0.105 2.719 -4.516 -0.006
H -0.046 1.596 -2.311 0.039
H 2.567 0.147 -2.998 0.080
H 1.595 2.138 -2.764 -0.015
H 1.299 -2.964 -4.426 0.000
H 1.001 -1.987 -2.337 0.079
P -2.631 -1.006 0.953 0.050
C -3.578 0.380 1.573 0.047
C -3.651 -2.173 -0.032 0.072
P 3.531 0.622 -1.423 0.457
C -1.738 -0.438 -0.487 0.534
C 4.824 -0.386 -2.238 0.000
C 4.204 2.264 -1.903 -0.008
H -2.887 1.192 1.846 -0.006
H -4.210 0.117 2.427 0.005
H -4.218 0.740 0.751 -0.003
H -2.963 -2.712 -0.706 -0.021
H -4.334 -1.583 -0.661 0.003
H -4.236 -2.889 0.563 0.017
H 4.402 2.319 -2.977 0.012
H 5.126 2.516 -1.372 0.018
H 3.442 3.003 -1.633 -0.002
H -0.643 -0.294 -0.507 0.347
H -2.209 0.221 -1.253 -0.073
H 5.399 -0.913 -1.471 0.015
H 5.517 0.163 -2.882 0.003
H 4.274 -1.122 -2.844 0.011
Cl -0.546 2.004 6.635 0.006
C -0.664 2.985 5.219 0.018
C -0.264 2.472 4.005 0.181
C -0.450 3.180 2.842 0.017
Cl -0.063 2.429 1.322 0.007
C -0.992 4.487 2.871 0.020
Cl -1.240 5.355 1.422 0.006
C -1.364 5.047 4.117 -0.015
Cl -2.033 6.614 4.185 -0.002
C -1.208 4.292 5.303 0.018
Cl -1.702 4.931 6.807 0.006
```


A cluster of 4 separate species, C29H41ClN3O13P2 in total. Source: the Open Molecules 2025 dataset; level of theory: ωB97M-V/def2-TZVPD.

Results
Energy above the lowest of the compared OMol25 structures with the same formula, charge and spin   0.0 kcal per mole
Calculated total energy   -3414.7816 Ha
Maximum force   0.95 eV/A
Total charge   +1

Geometry as XYZ:
```
89
Properties=species:S:1:pos:R:3:mulliken_charge:R:1
C 2.235 -2.968 0.898 -0.411
C 3.019 -1.794 1.395 0.685
O 3.690 -1.077 0.698 -0.591
O 3.042 -1.574 2.752 -0.265
C 1.813 -1.452 3.455 -1.082
C 1.664 0.005 3.913 0.232
C 2.957 0.542 4.540 -0.348
C 3.156 2.073 4.474 -1.346
N 2.093 2.779 3.749 0.345
C 2.228 3.061 2.404 -0.333
P 3.572 2.784 1.199 0.436
N 3.676 3.994 0.225 -0.731
C 1.075 3.669 2.022 -0.251
N 0.258 3.743 3.114 0.299
C -1.060 4.381 2.995 -0.759
C -2.164 3.765 3.857 0.196
O -2.489 4.340 4.873 -0.533
C -2.776 2.500 3.395 0.814
C -3.817 1.960 4.143 -0.582
C -4.383 0.759 3.767 -0.587
C -3.912 0.087 2.645 -0.482
C -2.877 0.620 1.894 -0.732
C -2.310 1.821 2.266 -0.464
C 0.890 3.211 4.188 0.457
P 0.203 3.320 5.960 0.148
O 1.485 2.741 6.759 -0.481
Cl -0.988 1.666 5.993 -0.145
H 1.437 -3.257 1.577 0.334
H 1.798 -2.714 -0.065 0.320
H 2.897 -3.830 0.811 -0.188
H 1.767 -2.150 4.293 0.356
H 0.962 -1.685 2.814 0.536
H 0.857 0.030 4.646 0.117
H 1.359 0.578 3.035 0.026
H 2.985 0.228 5.589 0.338
H 3.811 0.066 4.067 0.433
H 3.321 2.541 5.435 0.526
H 4.060 2.252 3.897 0.284
H 3.273 1.539 0.626 0.119
H 4.686 2.587 2.025 0.046
H 3.531 3.744 -0.745 0.273
H 0.803 4.050 1.052 0.567
H -0.987 5.450 3.191 0.336
H -1.339 4.258 1.951 0.561
H -4.171 2.493 5.014 0.504
H -5.190 0.332 4.347 0.414
H -4.350 -0.854 2.341 0.477
H -2.525 0.078 1.027 0.565
H -1.485 2.200 1.677 0.285
H 1.509 1.775 6.803 0.315
C -3.070 0.086 -4.721 -1.185
C -3.407 -0.637 -3.438 0.534
C -3.867 0.262 -2.306 -0.508
O -3.420 -0.458 -1.145 -0.270
C -2.364 -1.223 -1.508 0.624
O -1.647 -1.770 -0.731 -0.555
O -2.238 -1.254 -2.845 -0.363
H -2.018 0.365 -4.755 0.364
H -3.264 -0.550 -5.586 0.340
H -3.685 0.977 -4.827 0.118
H -4.134 -1.431 -3.613 0.238
H -4.944 0.397 -2.269 0.360
H -3.378 1.238 -2.329 0.323
C 6.442 -6.859 -1.973 -1.329
C 6.262 -6.331 -0.565 0.485
C 6.453 -7.353 0.540 -0.534
O 5.567 -6.875 1.562 -0.324
C 4.595 -6.158 0.967 0.619
O 3.602 -5.782 1.507 -0.565
O 4.897 -5.922 -0.325 -0.342
H 5.493 -7.226 -2.360 0.349
H 6.799 -6.081 -2.646 0.330
H 7.168 -7.672 -1.990 0.364
H 6.893 -5.457 -0.391 0.274
H 7.469 -7.396 0.924 0.317
H 6.132 -8.352 0.237 0.325
C -4.355 2.907 -9.634 -1.356
C -4.547 1.946 -8.479 0.543
C -5.886 1.233 -8.443 -0.555
O -6.096 1.038 -7.037 -0.312
C -5.410 1.994 -6.378 0.631
O -5.527 2.230 -5.216 -0.580
O -4.574 2.642 -7.211 -0.338
H -4.702 3.900 -9.356 0.347
H -3.307 2.986 -9.916 0.338
H -4.911 2.571 -10.510 0.356
H -3.729 1.225 -8.429 0.240
H -5.882 0.273 -8.952 0.317
H -6.695 1.853 -8.835 0.351
```


Question: What is the formula in the first record?
Answer: C29H41Cl5P2Pt


Question: Number 1 is which compound?
Answer: C29H41Cl5P2Pt


Question: Look up the maximum force of the second one.
Answer: 0.95 eV/A


Question: What is the formula in the second record?
Answer: C29H41ClN3O13P2